Record 1
{"formula": "C32H51N2O2P2Re", "method": "ωB97M-V with the def2-TZVPD basis set", "symbols": ["C", "C", "C", "C", "C", "H", "H", "H", "N", "P", "P", "C", "H", "H", "C", "O", "C", "H", "C", "C", "C", "C", "C", "H", "H", "H", "C", "H", "H", "H", "C", "H", "H", "H", "C", "H", "H", "H", "C", "H", "H", "H", "C", "H", "H", "H", "C", "H", "H", "H", "C", "H", "H", "H", "C", "H", "H", "H", "C", "H", "H", "H", "C", "H", "H", "H", "C", "H", "H", "H", "Re", "N", "C", "C", "C", "C", "C", "H", "C", "H", "C", "H", "H", "H", "C", "O", "H", "H", "H", "H"], "coordinates": [[2.69075, 1.01694, -0.45625], [1.26576, 2.20740, 0.86618], [3.71887, 1.93042, -0.21021], [2.28159, 3.04461, 1.36806], [3.51964, 2.90300, 0.77429], [4.63910, 1.83624, -0.79166], [1.98783, 3.84775, 2.02878], [4.34398, 3.56148, 1.03080], [1.65349, 0.98243, 0.40017], [1.64519, -1.42980, -1.10553], [-1.57254, 0.71416, 2.05438], [2.49429, 0.14985, -1.67616], [1.81450, 0.65040, -2.40133], [3.44158, -0.01237, -2.20209], [-1.39645, -1.77482, 0.00428], [-2.22321, -2.59847, -0.17474], [-0.03943, 2.63200, 0.51245], [-0.38945, 3.54858, 0.98368], [-3.20309, 1.86381, 1.74993], [-1.97225, -0.33426, 3.55302], [1.04494, -2.08791, -2.78578], [3.28527, -2.37110, -0.60896], [-3.86631, 1.07569, 0.60801], [-3.95488, -0.00295, 0.82044], [-4.87819, 1.46201, 0.40071], [-3.27066, 1.17250, -0.31541], [-4.07997, 2.08841, 2.98745], [-4.34257, 1.19980, 3.55850], [-3.58586, 2.81226, 3.65221], [-5.02621, 2.55258, 2.66283], [-2.89884, 3.30517, 1.30972], [-3.77783, 3.92939, 1.51311], [-2.12843, 3.76790, 1.92783], [-2.68005, 3.37618, 0.22683], [-3.26443, -1.08949, 3.19260], [-3.07637, -1.72199, 2.30806], [-3.54724, -1.73799, 4.03363], [-4.11588, -0.43873, 2.96161], [-0.84676, -1.34957, 3.78554], [-0.83790, -2.12668, 3.01617], [0.13466, -0.85429, 3.80365], [-1.00761, -1.84226, 4.75393], [-2.00553, 0.56986, 4.79936], [-2.84280, 1.27126, 4.84348], [-2.05913, -0.05912, 5.69949], [-1.06542, 1.13988, 4.84905], [3.06731, -3.88381, -0.72971], [3.94082, -4.40647, -0.30279], [2.18480, -4.21603, -0.16917], [2.98699, -4.21872, -1.77281], [3.61550, -2.01187, 0.84260], [3.79517, -0.93866, 0.96341], [2.81138, -2.31105, 1.52176], [4.53421, -2.53836, 1.14371], [4.52344, -1.98940, -1.44377], [5.33557, -2.68839, -1.18307], [4.37118, -2.06601, -2.52611], [4.89080, -0.98342, -1.20188], [0.03255, -1.07998, -3.35395], [0.49039, -0.10885, -3.57872], [-0.35714, -1.49519, -4.29416], [-0.81241, -0.91789, -2.67251], [0.33700, -3.43433, -2.59042], [-0.55544, -3.34098, -1.95867], [0.01661, -3.78100, -3.58333], [0.98515, -4.20742, -2.16427], [2.19627, -2.23310, -3.78289], [2.71956, -1.28474, -3.95591], [2.91896, -3.00973, -3.51030], [1.75230, -2.53150, -4.74302], [-0.03011, -0.50233, 0.28659], [-0.74945, 0.76704, -0.78553], [-0.65590, 2.10330, -0.60206], [-1.09218, 2.91653, -1.73773], [-1.91167, 2.38026, -2.74715], [-0.58859, 4.21661, -1.84261], [-2.26355, 3.15782, -3.85752], [-2.31803, 1.37437, -2.60050], [-0.91776, 4.98300, -2.95887], [0.01834, 4.60357, -1.02256], [-1.73679, 4.44920, -3.96762], [-2.95720, 2.79060, -4.61700], [-0.53717, 6.00252, -3.00829], [-1.97095, 5.05038, -4.85122], [0.14620, -4.16832, 1.30642], [0.68190, -2.87343, 1.59483], [0.81231, -4.94843, 1.69897], [0.05775, -4.27371, 0.21851], [-0.85484, -4.26405, 1.74333], [1.08058, -2.86815, 2.48387]], "mulliken_spin": [0.05, 0.03, 0.16, 0.24, -0.02, 0.00, 0.00, 0.00, 0.00, -0.04, 0.41, 0.02, 0.01, 0.00, -0.02, 0.07, 0.21, -0.06, 0.07, 0.06, 0.01, -0.02, 0.03, -0.01, 0.01, -0.01, 0.01, 0.00, 0.00, 0.00, 0.01, 0.00, 0.00, 0.00, 0.03, 0.00, 0.00, 0.00, 0.04, -0.02, 0.01, 0.00, 0.02, 0.00, 0.00, 0.00, 0.00, 0.00, 0.00, 0.00, 0.01, 0.00, 0.00, 0.00, 0.00, 0.00, 0.00, 0.00, 0.00, 0.00, 0.00, -0.01, 0.00, 0.00, 0.00, 0.00, 0.00, 0.00, 0.00, 0.00, 1.23, 0.08, 0.01, 0.14, 0.07, 0.08, -0.02, 0.00, -0.02, 0.00, 0.11, 0.00, 0.00, 0.00, 0.00, 0.01, 0.00, 0.00, 0.00, 0.00], "total_energy_ev": -61764.3326, "homo_lumo_gap_ev": [5.3, 5.3], "lumo_ev": [-11.35, -12.08], "total_charge": 3, "multiplicity": 4}

---

Record 2
{"formula": "C32H52GeN4PRbSe", "method": "ωB97M-V with the def2-TZVPD basis set", "symbols": ["Rb", "N", "C", "C", "N", "C", "C", "N", "C", "C", "N", "H", "H", "H", "H", "H", "H", "H", "H", "H", "H", "H", "H", "H", "H", "H", "H", "H", "H", "C", "C", "C", "C", "C", "C", "C", "P", "C", "C", "C", "C", "C", "C", "C", "C", "C", "C", "C", "C", "C", "C", "H", "H", "H", "H", "H", "H", "H", "H", "H", "H", "H", "H", "H", "H", "H", "H", "H", "H", "H", "H", "C", "Ge", "C", "C", "C", "Se", "C", "H", "H", "H", "H", "H", "H", "H", "H", "H", "H", "H", "H", "H", "H"], "coordinates": [[0.09815, -0.17006, 0.02525], [-2.41235, -2.25033, -0.17903], [-3.31970, -2.19041, 0.96066], [-2.60638, -1.74529, 2.22832], [-1.90057, -0.46916, 2.14606], [-1.06894, -0.28996, 3.34143], [0.22138, -1.11597, 3.34213], [1.30220, -0.43561, 2.62390], [-2.81741, 0.65030, 1.90617], [-3.04929, 1.01846, 0.43387], [-1.97372, 1.85533, -0.10664], [-2.89487, -2.57125, -1.01098], [-1.65907, -2.91524, -0.02134], [-3.80456, -3.15145, 1.18692], [-4.12611, -1.49402, 0.71661], [-1.87875, -2.51507, 2.49612], [-3.34695, -1.71893, 3.04858], [-1.64509, -0.51714, 4.25397], [-0.79032, 0.76502, 3.39958], [0.06540, -2.08082, 2.85550], [0.48822, -1.34580, 4.38316], [2.08203, -1.07187, 2.50922], [1.63622, 0.36192, 3.15763], [-2.41972, 1.53047, 2.41864], [-3.79646, 0.44561, 2.36591], [-4.03573, 1.49727, 0.35851], [-3.07225, 0.10922, -0.16616], [-1.87092, 2.71450, 0.42670], [-2.18184, 2.11810, -1.06436], [-0.60744, -2.56361, -3.77046], [-0.18998, -3.95633, -3.39281], [-0.63415, -5.03840, -4.14226], [-0.23539, -6.33501, -3.85114], [0.63955, -6.56113, -2.80236], [1.09309, -5.48988, -2.04730], [0.67665, -4.18928, -2.31556], [1.24940, -2.69958, -1.41760], [1.80187, -3.34027, 0.21589], [0.95996, -4.24610, 0.87323], [1.21736, -4.69896, 2.15574], [2.34148, -4.23931, 2.82358], [3.16521, -3.31861, 2.19827], [2.91330, -2.83662, 0.91174], [3.83010, -1.77484, 0.36773], [2.69120, -2.18564, -2.34800], [3.67982, -3.13191, -2.64487], [4.89416, -2.79217, -3.18928], [5.11489, -1.42522, -3.46781], [4.16409, -0.48159, -3.21997], [2.88168, -0.78829, -2.64195], [1.99207, 0.25040, -2.37411], [-1.26241, -2.58539, -4.64025], [0.25557, -1.93657, -4.00274], [-1.13602, -2.06913, -2.94992], [-1.30098, -4.85565, -4.97569], [-0.59314, -7.15933, -4.45263], [0.98212, -7.56235, -2.57769], [1.79485, -5.67113, -1.24490], [0.08540, -4.62279, 0.35718], [0.55293, -5.41547, 2.62197], [2.57154, -4.58464, 3.82263], [4.03733, -2.94201, 2.72156], [4.47040, -1.40519, 1.17126], [3.28544, -0.92363, -0.05392], [4.46510, -2.15429, -0.43374], [3.47805, -4.17506, -2.41411], [5.64051, -3.54190, -3.40912], [6.05908, -1.11371, -3.90196], [4.36537, 0.55642, -3.45969], [0.95381, 0.04907, -2.14546], [2.21579, 1.24382, -2.74052], [-1.08619, 6.05812, 0.50766], [-1.26199, 5.76565, 2.42821], [-1.34460, 7.47966, 3.36053], [-2.89985, 4.76261, 2.78820], [0.26244, 4.75615, 3.13950], [0.70167, 3.11117, 2.18230], [1.86002, 3.87051, 0.81928], [-1.95551, 6.59918, 0.13602], [-1.01856, 5.11465, -0.03200], [-0.19933, 6.64809, 0.28069], [-2.17423, 8.08067, 2.99218], [-0.42376, 8.04181, 3.21295], [-1.48343, 7.32742, 4.42992], [-3.76564, 5.39981, 2.61067], [-2.93012, 4.43480, 3.82658], [-2.99741, 3.88640, 2.15059], [0.03433, 4.45406, 4.16467], [1.16324, 5.37016, 3.19672], [1.31843, 4.57800, 0.19926], [2.20270, 3.04095, 0.20243], [2.71687, 4.34908, 1.28702]], "lowdin_charge": [0.76, 0.00, -0.26, -0.20, -0.22, -0.20, -0.25, -0.06, -0.19, -0.27, -0.07, 0.08, 0.05, 0.12, 0.10, 0.11, 0.13, 0.13, 0.08, 0.09, 0.12, 0.04, 0.05, 0.10, 0.13, 0.11, 0.08, 0.02, 0.08, -0.07, -0.28, -0.05, -0.09, -0.09, -0.10, -0.32, 1.01, -0.32, -0.13, -0.10, -0.09, -0.07, -0.27, -0.04, -0.38, -0.14, -0.13, -0.11, -0.08, -0.39, -0.16, 0.08, 0.08, 0.06, 0.11, 0.10, 0.10, 0.10, 0.10, 0.10, 0.10, 0.11, 0.08, 0.07, 0.08, 0.10, 0.08, 0.09, 0.10, -0.10, 0.02, -0.22, 0.73, -0.22, -0.21, -0.61, 0.87, -0.38, 0.02, 0.00, 0.02, 0.02, 0.02, 0.02, 0.02, 0.03, -0.01, 0.01, 0.02, 0.01, 0.02, 0.03], "total_energy_ev": -171793.8351, "homo_lumo_gap_ev": 5.0, "lumo_ev": 0.01}